[1]
{"formula": "C7H12", "method": "ωB97M-V with the def2-TZVPD basis set", "elements": ["C", "C", "C", "C", "C", "C", "C", "H", "H", "H", "H", "H", "H", "H", "H", "H", "H", "H", "H"], "xyz": [[-2.0107, -0.1354, 2.7843], [-1.8205, 0.2314, 1.3415], [-1.5439, -0.4619, 0.2678], [-0.9903, -0.9038, -0.8336], [0.5222, -0.8274, -0.9441], [1.0240, 0.5851, -1.2642], [2.5386, 0.6198, -1.4682], [-2.2129, -1.1879, 3.0034], [-2.8391, 0.4773, 3.1509], [-1.1075, 0.1571, 3.3358], [-1.8819, 1.3075, 1.1790], [-1.5589, -1.2698, -1.6913], [0.9761, -1.1338, 0.0079], [0.8605, -1.5296, -1.7143], [0.7329, 1.2425, -0.4329], [0.5103, 0.9651, -2.1564], [3.0666, 0.2986, -0.5616], [2.8387, -0.0578, -2.2775], [2.8959, 1.6229, -1.7263]], "homo_lumo_gap_ev": 10.20, "total_charge": 0, "de_lowest_kj_mol": 150.9, "smiles": "CC=C=CCCC", "e_tot_ev": -7451.867}

[2]
{"formula": "C6H9FNS2", "method": "ωB97M-V with the def2-TZVPD basis set", "elements": ["C", "C", "C", "C", "C", "C", "N", "F", "S", "S", "H", "H", "H", "H", "H", "H", "H", "H", "H"], "xyz": [[2.9588, -1.2780, 0.4141], [1.5430, -1.3468, 0.4636], [3.5218, -0.1848, -0.1970], [1.0044, -0.1918, -0.0367], [-3.0736, -0.0150, 0.7137], [-0.3490, 0.2101, -0.2139], [-0.6464, 1.5574, -0.8633], [-2.5101, -0.5123, -1.6252], [2.2980, 0.9063, -0.5639], [-1.6488, -0.8687, -0.0028], [3.5149, -2.1180, 0.8544], [1.0323, -2.1192, 1.0614], [4.5279, 0.1670, 0.0282], [-2.9531, -0.2643, 1.7722], [-3.3011, 1.0124, 0.5502], [-3.7312, -0.7669, 0.3775], [-1.3540, 1.5237, -1.6446], [-1.1115, 2.2391, -0.0818], [0.2777, 2.0497, -1.0060]], "homo_lumo_gap_ev": [6.93, 7.50], "total_charge": 1, "spin_multiplicity": 3, "e_tot_ev": -32234.567}

[3]
{"formula": "C4H12N2S", "method": "ωB97M-V with the def2-TZVPD basis set", "elements": ["C", "N", "C", "C", "N", "C", "S", "H", "H", "H", "H", "H", "H", "H", "H", "H", "H", "H", "H"], "xyz": [[0.0734, -0.4096, -2.5034], [-0.7244, 0.2180, -1.4662], [-0.0114, 0.8920, -0.3675], [0.5689, -0.1808, 0.5644], [1.6146, 0.4118, 1.3820], [-0.5702, -0.7194, 1.4370], [-1.0278, 0.2658, 2.8682], [-0.2951, -0.1642, -3.4884], [-0.0211, -1.5025, -2.3817], [1.1446, -0.2827, -2.3261], [-1.5156, 0.7326, -1.8220], [0.7626, 1.5147, -0.8134], [-0.7570, 1.4405, 0.2013], [1.0619, -1.0108, 0.0653], [1.3086, 0.9731, 2.1565], [2.5112, -0.0343, 1.3984], [-1.4605, -0.8737, 0.8147], [-0.3620, -1.7502, 1.7202], [-2.3008, 0.4799, 2.5608]], "homo_lumo_gap_ev": 9.22, "total_charge": 0, "de_lowest_kj_mol": 78.5, "smiles": "CNC[C@@H](N)CS", "e_tot_ev": -18157.205}

[4]
{"formula": "C27H34F4FeN5Se2", "method": "ωB97M-V with the def2-TZVPD basis set", "elements": ["Fe", "C", "C", "N", "C", "C", "C", "C", "N", "C", "C", "F", "C", "F", "C", "C", "F", "C", "F", "H", "H", "H", "H", "H", "H", "H", "H", "H", "H", "H", "H", "H", "H", "H", "C", "Se", "C", "C", "Se", "C", "H", "H", "H", "H", "H", "H", "H", "H", "H", "H", "C", "C", "N", "C", "C", "C", "C", "C", "C", "C", "C", "N", "C", "N", "H", "H", "H", "H", "H", "H", "H", "H", "H"], "xyz": [[0.2981, 0.4598, -0.9530], [-2.2478, 0.5009, -3.1659], [-2.5559, 1.5067, -2.0443], [-1.9513, 1.1928, -0.7009], [-2.0257, 2.4132, 0.2017], [-3.4044, 2.8386, 0.7148], [-2.5091, 0.0395, 0.0276], [-2.1250, -1.2882, -0.5444], [-0.6999, -1.2726, -0.9391], [-0.0805, -2.5063, -1.0015], [1.1699, -2.6896, -0.4706], [1.8042, -1.5957, 0.0739], [1.7883, -3.9132, -0.3623], [3.0391, -3.8024, 0.1239], [1.1785, -5.0859, -0.7621], [-0.1169, -4.9426, -1.2803], [-0.7846, -5.9687, -1.7868], [-0.7236, -3.6780, -1.4240], [-1.8657, -3.5884, -2.1055], [-2.4099, 1.0595, -4.1261], [-2.8311, -0.4220, -3.1994], [-1.2116, 0.1563, -3.0451], [-3.7003, 1.5257, -1.9668], [-2.1678, 2.5067, -2.3306], [-1.6284, 3.2381, -0.3529], [-1.3457, 2.2092, 1.0376], [-4.0954, 3.1860, -0.0681], [-3.0828, 3.7226, 1.3520], [-3.9259, 2.1025, 1.3097], [-3.5786, 0.1420, 0.1535], [-1.9437, 0.2197, 0.9751], [-2.7925, -1.4572, -1.4434], [-2.3625, -2.0549, 0.2391], [1.6261, -6.0705, -0.6639], [4.0027, 0.7805, -0.6340], [2.8006, 0.1287, -1.9341], [3.0207, 1.5237, -3.2671], [2.5308, 2.8494, -2.7404], [0.6876, 2.8868, -2.4841], [0.2266, 2.5656, -4.3240], [4.9801, 0.5985, -1.0427], [3.7799, 0.2064, 0.3140], [3.8403, 1.8426, -0.4965], [2.4715, 1.2507, -4.1540], [4.0745, 1.5843, -3.5254], [2.7249, 3.7183, -3.4289], [2.9346, 3.0744, -1.7344], [0.3344, 1.5157, -4.4290], [0.8954, 3.0497, -5.0364], [-0.8040, 2.8269, -4.5718], [1.1514, 3.0447, 2.8036], [0.9564, 2.6232, 1.5457], [1.0501, 1.3598, 1.0983], [1.3755, 0.4808, 1.9912], [1.6079, 0.7839, 3.3375], [1.4338, 2.1101, 3.8170], [1.9381, -0.3767, 4.2229], [1.2507, -1.5145, 4.3513], [-0.0464, -1.9289, 3.7801], [-0.2193, -3.2629, 3.5248], [-1.4155, -3.6859, 2.9589], [-2.4594, -2.8486, 2.8404], [-2.1787, -1.5892, 3.0768], [-1.0541, -1.0580, 3.5459], [1.0653, 4.1200, 2.9154], [0.6416, 3.3354, 0.8013], [1.5073, -0.6083, 1.7379], [1.5077, 2.3071, 4.8584], [2.9126, -0.3889, 4.7539], [1.7580, -2.4135, 4.7609], [0.5670, -4.0357, 3.7384], [-1.6202, -4.6740, 2.6990], [-2.9681, -0.8657, 2.8576]], "homo_lumo_gap_ev": [7.54, 7.61], "total_charge": 1, "de_lowest_kj_mol": 96.6, "spin_multiplicity": 5, "e_tot_ev": -211943.306}

[5]
{"formula": "C7H14O", "method": "ωB97M-V with the def2-TZVPD basis set", "elements": ["C", "C", "C", "C", "C", "C", "C", "H", "H", "H", "H", "H", "H", "H", "H", "H", "H", "H", "H", "O", "H", "H"], "xyz": [[-2.8621, 0.2579, -0.2627], [-1.7625, 0.9899, -0.1185], [-0.3990, 0.6419, -0.6037], [-0.0725, -0.6116, -0.9424], [1.2877, -1.0021, -1.3911], [0.5842, 1.7674, -0.4180], [0.3105, 2.9742, -1.3753], [-3.8951, 0.5598, -0.1558], [-2.7844, -0.8121, -0.4439], [-1.8569, 1.9812, 0.3159], [-0.7916, -1.3883, -0.7569], [1.9157, -1.3660, -0.5731], [1.9163, -0.2619, -1.8630], [1.3051, -1.7543, -2.1854], [0.5376, 2.1519, 0.5907], [1.5844, 1.3864, -0.5814], [-0.2945, 2.6382, -2.2099], [1.2672, 3.3360, -1.7545], [-0.0978, 3.7945, -0.8083], [2.0064, -4.0667, 4.1921], [1.6323, -4.2948, 3.3375], [1.2149, -3.8297, 4.6830]], "homo_lumo_gap_ev": 9.10, "total_charge": 0, "de_lowest_kj_mol": 187.6, "smiles": "C=C/C(=C/C)CC.O", "e_tot_ev": -9531.822}

[6]
{"formula": "C9H14", "method": "ωB97M-V with the def2-TZVPD basis set", "elements": ["C", "C", "C", "C", "C", "C", "C", "H", "H", "H", "H", "H", "H", "H", "H", "C", "C", "H", "H", "H", "H", "H", "H"], "xyz": [[2.4000, -0.1410, -1.9689], [-0.3590, 1.5438, -0.2097], [0.8564, 0.9574, -0.4438], [-1.4917, 1.0824, -0.9108], [1.0152, 0.1958, -1.5891], [-1.4071, 0.1890, -2.0430], [-0.1091, -0.1179, -2.3369], [-0.4092, 2.3765, 0.4272], [1.6315, 1.3168, 0.2042], [-2.4665, 1.5114, -0.6296], [-2.1766, 0.0393, -2.7577], [2.6790, -0.1216, -2.9528], [2.5579, -1.0787, -1.4435], [0.0293, -0.7269, -3.2613], [3.1575, 0.6388, -1.4456], [-0.5334, -1.4795, 2.2196], [-0.9331, -0.4153, 3.1812], [0.4428, -1.9479, 2.3589], [-1.1752, -2.2763, 2.0644], [-0.4958, -1.0158, 1.1802], [-2.0491, -0.6824, 3.3061], [-0.7825, 0.5944, 2.9125], [-0.3812, -0.4422, 4.1384]], "homo_lumo_gap_ev": [2.98, 7.44], "total_charge": -1, "de_lowest_kj_mol": 148.0, "spin_multiplicity": 2, "e_tot_ev": -9557.264}

[7]
{"formula": "C4H15NO5", "method": "ωB97M-V with the def2-TZVPD basis set", "elements": ["C", "C", "C", "O", "N", "C", "O", "H", "H", "H", "H", "H", "H", "H", "H", "H", "O", "H", "H", "O", "H", "H", "O", "H", "H"], "xyz": [[-0.7832, 2.0383, -0.8710], [-0.3372, 1.2094, 0.3029], [-1.2463, -0.0105, 0.5952], [-2.5337, 0.5161, 0.9376], [1.0458, 0.8472, 0.0808], [1.3596, -0.5170, -0.2619], [0.6681, -1.4903, -0.3955], [-0.0855, 2.7981, -1.1329], [-1.8008, 2.5097, -0.8714], [-1.1212, 1.5313, -1.7432], [-0.3039, 1.8768, 1.2005], [-1.3593, -0.7597, -0.2712], [-1.0321, -0.6214, 1.5114], [-3.0990, -0.0571, 0.4133], [1.7356, 1.6268, -0.0768], [2.5059, -0.4582, -0.4118], [-1.2302, -3.4289, -0.5245], [-0.7126, -3.4301, 0.3174], [-0.7706, -2.9437, -1.1849], [0.1494, -2.1271, 2.8737], [-0.0439, -1.8447, 1.9868], [0.3113, -1.3320, 3.3951], [2.9825, 1.3245, -1.5795], [2.7424, 2.0963, -2.0777], [2.9586, 0.6463, -2.2123]], "homo_lumo_gap_ev": 10.02, "total_charge": 0, "de_lowest_kj_mol": 229.2, "smiles": "C[C@@H](CO)NC=O.O.O.O", "e_tot_ev": -16117.188}

[8]
{"formula": "C3H5N3", "method": "ωB97M-V with the def2-TZVPD basis set", "elements": ["C", "N", "C", "N", "C", "N", "H", "H", "H", "H", "H"], "xyz": [[-0.6010, 0.8862, 1.3358], [0.0667, 1.0377, 0.0588], [0.3772, -0.0103, -0.5847], [0.1578, -1.3406, -0.2377], [1.0825, 0.1373, -1.8563], [1.6108, 0.1451, -2.8854], [-0.1418, 1.5791, 2.0468], [-1.6526, 1.1780, 1.2336], [-0.5534, -0.1249, 1.7627], [-0.7717, -1.5736, 0.0774], [0.5276, -2.0174, -0.8865]], "homo_lumo_gap_ev": 10.72, "total_charge": 0, "de_lowest_kj_mol": 94.3, "smiles": "C/N=C(\\N)C#N", "e_tot_ev": -7661.478}

[9]
{"formula": "C17H18N3RuS2Se", "method": "ωB97M-V with the def2-TZVPD basis set", "elements": ["Ru", "C", "N", "C", "C", "N", "C", "C", "C", "C", "C", "C", "C", "S", "C", "C", "C", "C", "C", "C", "S", "H", "H", "H", "H", "H", "H", "H", "H", "H", "H", "H", "H", "H", "H", "H", "H", "H", "H", "Se", "C", "N"], "xyz": [[0.7775, -1.5191, 0.3378], [0.3774, 0.2361, 2.8249], [0.6908, 0.4364, 1.3881], [-0.4212, 1.1254, 0.6949], [-0.2318, 0.9167, -0.7849], [-0.3995, -0.5345, -1.1056], [0.1611, -0.7572, -2.4687], [-1.8426, -0.8597, -1.0757], [-2.6996, -0.3710, -2.0531], [-4.0514, -0.6607, -1.9922], [-4.5463, -1.4313, -0.9465], [-3.6922, -1.9089, 0.0283], [-2.3266, -1.6288, -0.0301], [-1.2102, -2.2723, 1.1592], [1.9428, 1.2025, 1.2968], [1.9883, 2.5213, 1.7370], [3.1765, 3.2291, 1.7072], [4.3312, 2.6085, 1.2441], [4.2881, 1.2963, 0.8149], [3.0909, 0.5744, 0.8329], [3.0524, -1.0786, 0.2363], [0.2630, 1.1984, 3.3292], [1.1991, -0.3109, 3.2850], [-0.5366, -0.3439, 2.9144], [-0.4563, 2.1878, 0.9422], [-1.3547, 0.6672, 1.0234], [0.7814, 1.2023, -1.0750], [-0.9422, 1.5039, -1.3698], [-0.2433, -0.0201, -3.1644], [-0.0962, -1.7545, -2.8040], [1.2422, -0.6531, -2.4157], [-2.3222, 0.2283, -2.8710], [-4.7148, -0.2916, -2.7623], [-5.6015, -1.6656, -0.8981], [-4.0659, -2.5204, 0.8393], [1.0959, 3.0021, 2.1179], [3.2026, 4.2546, 2.0497], [5.2666, 3.1521, 1.2178], [5.1813, 0.8071, 0.4486], [1.2970, -3.6271, -0.8361], [-0.3192, -3.9642, -1.6519], [-1.3317, -4.1769, -2.1644]], "homo_lumo_gap_ev": [7.31, 6.30], "total_charge": 0, "de_lowest_kj_mol": 0.0, "spin_multiplicity": 2, "e_tot_ev": -111991.069}

[10]
{"formula": "C5H10O3", "method": "ωB97M-V with the def2-TZVPD basis set", "elements": ["C", "C", "O", "C", "C", "C", "O", "H", "H", "H", "H", "H", "H", "H", "H", "H", "O", "H"], "xyz": [[-3.1360, -1.2446, -0.1244], [-2.1618, -0.1835, -0.5790], [-2.3865, 1.1250, 0.0101], [-1.0574, 1.2047, 0.5553], [-0.7908, -0.1715, 0.0402], [0.6410, -1.2405, 0.9240], [0.2751, -0.7769, -0.3442], [-3.1469, -1.3213, 0.9707], [-4.1462, -1.0057, -0.4815], [-2.8398, -2.2145, -0.5482], [-2.1379, -0.1094, -1.6795], [-0.4378, 1.9926, 0.0941], [-1.0524, 1.3289, 1.6497], [0.5505, -2.3281, 0.9702], [0.8370, -0.5599, 1.7584], [2.5597, 1.5339, 0.1500], [3.3409, 0.9452, 0.2932], [3.7284, 0.8386, -0.5805]], "homo_lumo_gap_ev": [8.00, 8.54], "total_charge": 0, "de_lowest_kj_mol": 585.4, "e_tot_ev": -11484.119}

[11]
{"formula": "CH3Br2OP", "method": "ωB97M-V with the def2-TZVPD basis set", "elements": ["C", "O", "P", "Br", "Br", "H", "H", "H"], "xyz": [[0.4057, 1.4186, 0.6750], [1.2636, 2.3627, 0.1835], [3.9818, -0.2053, 1.1320], [4.0015, -2.1059, -0.0604], [3.4825, 1.4063, -0.3838], [-0.4341, 1.0529, 0.0607], [-0.0129, 1.7100, 1.5881], [1.1467, 0.4733, 1.0047]], "homo_lumo_gap_ev": [8.36, 7.49], "total_charge": 0, "de_lowest_kj_mol": 460.0, "e_tot_ev": -152504.083}

[12]
{"formula": "C3H6N2O2", "method": "ωB97M-V with the def2-TZVPD basis set", "elements": ["N", "N", "C", "C", "O", "H", "H", "H", "H", "C", "O", "H", "H"], "xyz": [[-0.6453, 1.6335, -0.7061], [-1.8939, 1.2345, -0.2542], [-2.0522, 0.0565, 0.0174], [-1.5389, -1.3412, 0.2104], [-2.9206, -0.9231, 0.4008], [-0.4527, 2.6198, -0.2522], [0.1691, 0.9267, -0.5828], [-1.4095, -2.0515, -0.6131], [-1.0533, -1.4955, 1.2363], [2.9463, -0.1835, 0.0898], [1.7391, -0.2611, 0.1731], [3.7253, -1.0686, 0.1211], [3.3865, 0.8534, 0.1595]], "homo_lumo_gap_ev": 8.59, "total_charge": 0, "de_lowest_kj_mol": 571.6, "smiles": "N/N=C1\\CO1.C=O", "e_tot_ev": -10278.873}